1.
ORCA calculation (ωB97M-V/def2-TZVPD) on 5 unconnected molecules or ions with the total composition C6H27BN9O7P2S.

Positions of all 53 atoms, in Å:
C  -3.808  -0.061  3.396
C  -3.163  -1.079  2.435
B  -2.575  -0.537  1.110
O  -2.663  -1.216  -0.014
S  -1.591  1.132  0.913
P  0.153  0.723  2.128
O  1.009  -0.104  1.303
P  -2.689  2.901  1.724
N  -2.889  3.865  0.398
O  -1.475  3.645  2.486
H  -4.551  -0.588  3.971
H  -4.327  0.742  2.906
H  -3.094  0.293  4.124
H  -3.881  -1.836  2.172
H  -2.357  -1.571  2.973
H  -1.845  -1.764  -0.138
H  -0.366  -0.064  3.169
H  0.733  1.917  2.574
H  -3.865  4.075  0.239
H  -2.412  3.595  -0.454
H  -1.567  3.488  3.439
C  -0.181  -2.941  -0.589
O  -0.844  -3.496  -1.440
N  -0.155  -1.545  -0.488
N  0.588  -3.591  0.322
H  0.390  -1.048  0.196
H  -0.678  -1.032  -1.177
H  0.601  -4.593  0.280
H  1.128  -3.132  1.031
C  2.020  1.196  -2.671
O  1.749  2.256  -3.212
N  1.467  0.841  -1.465
N  2.881  0.294  -3.216
H  1.663  -0.014  -0.985
H  0.833  1.496  -1.055
H  3.294  0.531  -4.101
H  3.115  -0.582  -2.789
C  1.111  -3.042  4.071
O  1.027  -3.606  2.994
N  1.966  -1.983  4.239
N  0.347  -3.381  5.148
H  2.039  -1.445  5.083
H  2.517  -1.731  3.439
H  -0.290  -4.148  5.035
H  0.402  -2.920  6.037
C  2.531  2.192  -7.361
O  2.539  1.457  -8.331
N  3.191  3.394  -7.345
N  1.867  1.879  -6.203
H  3.197  4.013  -6.557
H  3.688  3.654  -8.175
H  1.374  1.007  -6.185
H  1.846  2.465  -5.385

## Properties
* E_HOMO: -0.40324 Ha
* M: 442.16 u
* net charge: +1
* Kohn-Sham gap: 6.1453 eV
* LUMO level: -4.827 eV

Atomic partial charges in e from the Löwdin method, atoms 1 to 5: -0.11 -0.15 -0.73 0.12 0.75

=====

2.
ORCA calculation (ωB97M-V/def2-TZVPD) on a molecular structure, C30H36BrIrN6OS.

Positions of all 76 atoms, in Å:
Ir  -0.952  -0.502  -0.069
Br  -7.529  4.960  6.214
C  -6.360  5.287  4.757
C  -5.019  4.953  4.870
C  -4.161  5.188  3.809
C  -4.648  5.760  2.623
C  -6.008  6.097  2.538
C  -6.863  5.860  3.595
N  -3.876  6.003  1.503
N  -2.603  5.722  1.600
C  -2.003  4.580  1.267
C  -0.605  4.511  1.491
C  0.136  3.375  1.264
C  -0.464  2.202  0.783
O  0.206  1.117  0.572
C  -1.879  2.253  0.493
N  -2.401  1.108  -0.022
C  -3.668  1.080  -0.377
C  -4.503  2.192  -0.234
C  -4.004  3.349  0.307
C  -2.653  3.409  0.701
H  -4.648  4.510  5.783
H  -3.114  4.932  3.891
H  -6.369  6.545  1.620
H  -7.912  6.114  3.525
H  -0.133  5.406  1.876
H  1.201  3.356  1.459
H  -4.021  0.146  -0.798
H  -5.534  2.126  -0.554
H  -4.631  4.221  0.416
C  0.027  -6.530  -0.477
C  -0.361  -5.439  -1.408
C  0.007  -5.321  -2.718
C  -0.420  -4.233  -3.484
N  -1.133  -3.198  -2.891
C  -1.465  -3.310  -1.657
S  -2.385  -2.046  -0.815
N  -1.232  -4.458  -0.907
C  -0.054  -4.039  -4.919
H  0.580  -7.302  -1.013
H  -0.854  -6.995  -0.020
H  0.661  -6.166  0.339
H  0.643  -6.083  -3.154
H  -1.300  -4.329  0.091
H  0.426  -4.930  -5.329
H  0.631  -3.193  -5.045
H  -0.939  -3.817  -5.522
C  5.336  -0.558  -0.529
C  4.212  0.476  -0.451
C  4.525  1.500  0.653
C  4.115  1.206  -1.789
N  2.935  -0.199  -0.253
H  6.295  -0.069  -0.723
H  5.129  -1.270  -1.330
H  5.431  -1.118  0.404
H  5.428  2.072  0.418
H  4.680  1.009  1.616
H  3.692  2.200  0.762
H  5.074  1.653  -2.063
H  3.369  2.004  -1.737
H  3.814  0.508  -2.572
C  2.376  -3.228  0.820
C  1.606  -1.915  1.001
C  0.886  -1.945  2.354
C  2.644  -0.749  1.056
C  0.627  -1.730  -0.136
H  3.056  -3.409  1.662
H  2.964  -3.201  -0.102
H  1.683  -4.070  0.753
H  1.606  -2.057  3.176
H  0.180  -2.778  2.397
H  0.319  -1.026  2.513
H  2.273  0.008  1.763
H  2.162  0.376  -0.562
H  3.581  -1.130  1.478
H  0.957  -2.165  -1.082

## Properties
* E_HOMO (spin up / spin down): -0.09984 / -0.17360 Ha
* ΔE to the lowest compared entry with this formula, charge and spin: 0.0000 eV
* M: 800.85 u
* net charge: -1
* Kohn-Sham gap (spin up / spin down): 4.9015 / 5.9619 eV
* 2S+1: 6
* LUMO level (spin up / spin down): 2.185 / 1.238 eV

Atomic partial charges in e from the Löwdin method, atoms 1 to 5: 0.87 0.70 -0.70 -0.13 -0.01

=====

3.
ORCA calculation (ωB97M-V/def2-TZVPD) on a molecular structure, C29H37As2CrN4O2S2.

Positions of all 77 atoms, in Å:
Cr  -0.890  1.676  -1.364
N  -2.045  3.491  -1.627
N  -1.351  4.079  -2.722
C  0.059  3.872  -2.682
O  0.758  4.355  -3.530
O  0.421  3.040  -1.739
H  -3.032  3.422  -1.858
H  -1.953  4.067  -0.788
H  -1.637  5.016  -2.974
C  -4.433  0.798  -1.852
As  -2.736  -0.048  -1.419
C  -3.220  -1.202  0.054
C  -2.429  -1.232  -2.917
C  -3.037  -2.481  -3.002
C  -2.803  -3.291  -4.104
C  -1.967  -2.858  -5.122
C  -1.359  -1.614  -5.044
C  -1.582  -0.797  -3.940
As  -0.774  0.960  -3.815
C  -1.713  1.980  -5.169
C  0.999  0.797  -4.566
H  -5.185  0.032  -2.041
H  -4.324  1.406  -2.750
H  -4.760  1.421  -1.018
H  -4.156  -1.710  -0.182
H  -3.359  -0.599  0.951
H  -2.435  -1.938  0.225
H  -3.692  -2.835  -2.216
H  -3.275  -4.262  -4.166
H  -1.786  -3.491  -5.980
H  -0.706  -1.293  -5.846
H  -1.690  1.402  -6.093
H  -1.207  2.934  -5.307
H  -2.746  2.149  -4.872
H  0.916  0.500  -5.611
H  1.577  0.060  -4.012
H  1.480  1.774  -4.500
S  -1.239  1.924  1.000
C  0.161  1.259  1.675
N  0.322  1.065  2.959
C  1.619  0.604  3.469
C  2.709  1.251  2.654
N  2.503  0.915  1.241
C  3.725  0.660  0.445
C  4.441  -0.565  0.947
C  3.901  -1.827  0.709
C  4.540  -2.957  1.189
C  5.724  -2.834  1.906
C  6.269  -1.582  2.139
C  5.627  -0.447  1.662
C  1.289  0.851  0.765
S  0.914  0.243  -0.772
C  -0.768  1.158  3.946
C  -0.988  -0.187  4.591
C  -1.195  -1.314  3.799
C  -1.409  -2.548  4.387
C  -1.422  -2.663  5.772
C  -1.218  -1.544  6.562
C  -0.995  -0.307  5.973
H  1.667  -0.487  3.420
H  1.689  0.902  4.513
H  3.680  0.858  2.949
H  2.714  2.338  2.766
H  4.344  1.554  0.543
H  3.421  0.559  -0.593
H  2.987  -1.925  0.132
H  4.124  -3.937  0.995
H  6.226  -3.718  2.273
H  7.198  -1.486  2.684
H  6.064  0.531  1.829
H  -1.658  1.514  3.431
H  -0.481  1.908  4.684
H  -1.190  -1.227  2.715
H  -1.568  -3.423  3.771
H  -1.592  -3.626  6.232
H  -1.229  -1.631  7.640
H  -0.834  0.565  6.595

## Properties
* E_HOMO (spin up / spin down): -0.51364 / -0.51397 Ha
* ΔE to the lowest compared entry with this formula, charge and spin: 0.3773 eV
* M: 739.62 u
* net charge: +2
* Kohn-Sham gap (spin up / spin down): 7.3007 / 7.2693 eV
* 2S+1: 4
* LUMO level (spin up / spin down): -6.676 / -6.716 eV

Atomic partial charges in e from the Löwdin method, atoms 1 to 5: 0.05 -0.03 0.01 -0.73 0.11

=====

4.
ORCA calculation (ωB97M-V/def2-TZVPD) on 2 unconnected molecules or ions with the total composition C3H10N3S.

Positions of all 17 atoms, in Å:
C  -0.306  -1.234  -0.206
C  -0.639  0.311  -2.264
C  -0.792  -1.012  -1.556
N  1.462  0.321  0.613
N  -0.696  -1.438  1.048
N  1.088  1.392  1.559
S  0.619  -2.202  -1.147
H  0.337  0.764  -2.128
H  -0.860  0.439  -3.304
H  -1.208  1.102  -1.635
H  -1.692  -1.524  -1.940
H  -1.601  -1.428  1.383
H  -0.154  -2.117  1.608
H  1.795  1.751  2.138
H  0.462  0.944  2.291
H  0.766  2.158  1.041
H  1.679  -0.537  1.144

## Properties
* E_HOMO: -0.43850 Ha
* ΔE to the lowest compared entry with this formula, charge and spin: 5.3477 eV
* M: 120.20 u
* net charge: +1
* Kohn-Sham gap: 7.7783 eV
* LUMO level: -4.154 eV

Atomic partial charges in e from the Löwdin method, atoms 1 to 5: -0.69 -0.09 -0.41 -0.11 0.12

=====

5.
ORCA calculation (ωB97M-V/def2-TZVPD) on a molecular structure, C20H32IrN3OS3Si.

Positions of all 61 atoms, in Å:
Ir  0.137  0.103  0.042
C  -1.617  -3.199  -0.448
C  -0.358  -3.782  0.169
S  1.077  -2.634  0.119
C  1.659  -2.726  1.848
C  0.713  -2.216  2.922
S  0.074  -0.507  2.665
C  -1.731  -0.760  2.800
C  -2.372  -1.802  1.904
S  -2.090  -1.517  0.115
H  -1.481  -3.076  -1.523
H  -2.462  -3.867  -0.273
H  -0.505  -4.074  1.207
H  -0.068  -4.668  -0.397
H  1.915  -3.768  2.053
H  2.577  -2.139  1.834
H  -0.152  -2.860  3.040
H  1.254  -2.197  3.869
H  -1.944  -0.996  3.844
H  -2.134  0.222  2.552
H  -2.045  -2.815  2.134
H  -3.451  -1.750  2.060
N  2.649  -0.281  -2.530
C  1.373  -0.202  -3.030
C  1.252  -0.202  -4.434
C  0.009  -0.127  -5.014
C  -1.110  -0.042  -4.186
C  -0.914  -0.055  -2.825
N  0.289  -0.155  -2.252
C  3.239  -0.112  -1.296
C  4.642  -0.133  -1.277
C  5.320  0.019  -0.088
C  4.574  0.224  1.073
C  3.205  0.238  0.977
N  2.530  0.064  -0.173
H  3.337  -0.380  -3.265
H  2.136  -0.255  -5.048
H  -0.101  -0.124  -6.088
H  -2.105  0.028  -4.591
H  -1.749  0.024  -2.141
H  5.188  -0.262  -2.199
H  6.398  -0.008  -0.060
H  5.056  0.374  2.024
H  2.593  0.414  1.851
C  -2.644  3.886  -0.709
Si  -2.496  2.632  0.754
C  -1.437  3.612  2.043
C  -4.260  2.369  1.459
O  -1.821  1.264  0.391
H  -3.086  4.817  -0.374
H  -3.269  3.461  -1.486
H  -1.662  4.091  -1.118
H  -1.973  4.466  2.438
H  -0.525  3.956  1.571
H  -1.172  2.954  2.863
H  -4.743  3.318  1.665
H  -4.240  1.800  2.384
H  -4.882  1.832  0.751
C  0.989  2.146  -0.142
H  0.794  2.737  -1.027
H  1.621  2.640  0.578

## Properties
* E_HOMO (spin up / spin down): -0.36720 / -0.38045 Ha
* ΔE to the lowest compared entry with this formula, charge and spin: 3.4628 eV
* M: 647.00 u
* net charge: +1
* Kohn-Sham gap (spin up / spin down): 6.7120 / 7.1067 eV
* 2S+1: 2
* LUMO level (spin up / spin down): -3.280 / -3.246 eV

Atomic partial charges in e from the Löwdin method, atoms 1 to 5: 0.93 -0.49 -0.48 0.83 -0.50

=====

6.
ORCA calculation (ωB97M-V/def2-TZVPD) on 3 unconnected molecules or ions with the total composition C2H8O3.

Positions of all 13 atoms, in Å:
C  2.420  0.179  -1.257
C  2.355  -0.110  0.047
O  1.907  0.722  1.084
H  2.663  -0.637  -1.925
H  2.377  1.279  -1.453
H  2.187  -1.197  0.356
H  2.283  0.275  2.006
O  -2.983  -0.490  -5.620
H  -2.731  0.002  -6.445
H  -2.125  -0.414  -5.129
O  -2.426  -0.218  5.535
H  -3.158  0.507  5.431
H  -2.133  -0.341  6.425

## Properties
* E_HOMO: -0.34251 Ha
* ΔE to the lowest compared entry with this formula, charge and spin: 1.9030 eV
* M: 80.08 u
* SMILES string: C=CO.O.O
* Kohn-Sham gap: 10.0271 eV
* LUMO level: 0.707 eV

Atomic partial charges in e from the Löwdin method, atoms 1 to 5: -0.01 -0.32 -0.10 0.05 0.08

=====

7.
ORCA calculation (ωB97M-V/def2-TZVPD) on a molecular structure, C37H29Br2InN4OP.

Positions of all 75 atoms, in Å:
In  1.489  -0.233  -0.722
N  1.064  -2.703  -0.418
C  1.193  -2.991  0.965
C  0.550  -4.104  1.534
C  0.774  -4.436  2.877
C  1.573  -3.635  3.663
C  2.170  -2.466  3.147
C  2.960  -1.572  3.877
C  3.488  -0.452  3.273
C  3.271  -0.215  1.943
N  2.488  -1.030  1.200
C  1.924  -2.108  1.785
H  1.763  -3.112  -1.030
H  0.126  -2.953  -0.807
H  -0.104  -4.758  0.986
H  0.267  -5.322  3.284
H  1.755  -3.916  4.695
H  3.216  -1.809  4.897
H  4.126  0.255  3.822
H  3.738  0.614  1.457
C  0.349  -1.793  -3.776
C  1.297  -0.678  -4.062
C  1.658  -0.306  -5.392
C  2.381  0.867  -5.579
C  2.827  1.651  -4.488
C  3.487  2.910  -4.654
Br  3.587  3.973  -6.290
C  4.098  3.480  -3.548
C  3.915  3.006  -2.248
Br  4.454  4.109  -0.857
C  3.174  1.800  -2.058
O  3.097  1.239  -0.869
C  2.589  1.147  -3.166
N  1.791  0.029  -3.009
H  -0.104  -2.108  -4.718
H  -0.438  -1.499  -3.085
H  0.903  -2.646  -3.348
H  1.333  -0.927  -6.213
H  2.701  1.150  -6.584
H  4.678  4.385  -3.724
N  -0.102  1.027  -0.335
P  -1.433  0.877  0.518
C  -1.193  1.310  2.226
C  -0.036  2.004  2.656
C  0.164  2.194  4.007
C  -0.827  1.767  4.916
C  -2.011  1.198  4.468
C  -2.237  1.008  3.121
C  -2.150  -0.764  0.339
C  -2.531  -1.148  -0.941
C  -2.880  -2.470  -1.219
C  -3.120  -3.344  -0.178
C  -2.783  -2.973  1.113
C  -2.299  -1.699  1.405
C  -2.794  1.907  -0.038
C  -2.436  3.185  -0.538
C  -3.444  4.056  -0.923
C  -4.766  3.695  -0.785
C  -5.102  2.427  -0.277
C  -4.126  1.551  0.157
H  0.670  2.299  1.865
H  1.093  2.617  4.404
H  -0.689  1.914  5.990
H  -2.816  0.906  5.147
H  -3.207  0.673  2.752
H  -2.447  -0.399  -1.730
H  -3.046  -2.750  -2.274
H  -3.498  -4.372  -0.322
H  -2.828  -3.692  1.911
H  -2.073  -1.446  2.420
H  -1.366  3.438  -0.651
H  -3.183  4.985  -1.398
H  -5.535  4.445  -1.007
H  -6.149  2.134  -0.147
H  -4.430  0.598  0.588

## Properties
* E_HOMO: -0.36120 Ha
* M: 851.27 u
* net charge: +1
* Kohn-Sham gap: 6.2632 eV
* LUMO level: -3.566 eV

Atomic partial charges in e from the Löwdin method, atoms 1 to 5: 0.93 0.07 -0.23 0.00 -0.05

=====

8.
ORCA calculation (ωB97M-V/def2-TZVPD) on 5 unconnected molecules or ions with the total composition C33H38N6O2P.

Positions of all 80 atoms, in Å:
C  3.666  -3.202  3.750
C  3.851  -2.906  2.290
C  2.540  -2.430  1.563
C  1.295  -2.707  2.285
N  0.521  -3.762  2.012
C  -0.571  -3.824  2.836
C  -0.483  -2.768  3.650
N  0.662  -2.072  3.303
P  1.097  -0.589  4.075
O  2.273  0.046  3.484
O  4.874  -1.971  2.173
C  5.510  -1.906  0.897
C  5.152  -0.708  0.087
C  4.998  -0.834  -1.288
C  4.653  0.263  -2.056
C  4.470  1.485  -1.442
C  4.630  1.623  -0.078
C  4.968  0.523  0.690
H  2.787  -3.802  3.944
H  3.638  -2.278  4.309
H  4.520  -3.757  4.101
H  4.165  -3.815  1.786
H  2.445  -2.959  0.625
H  2.625  -1.378  1.338
H  0.735  -4.415  1.277
H  -1.339  -4.561  2.778
H  -1.159  -2.452  4.413
H  1.223  -0.988  5.401
H  -0.102  0.111  3.972
H  5.262  -2.800  0.335
H  6.572  -1.941  1.090
H  5.136  -1.787  -1.764
H  4.516  0.164  -3.117
H  4.188  2.338  -2.026
H  4.478  2.578  0.386
H  5.075  0.622  1.750
N  -3.688  -3.700  2.565
C  -4.819  -4.008  3.199
C  -6.065  -3.984  2.592
C  -6.144  -3.620  1.257
C  -4.976  -3.296  0.586
C  -3.781  -3.353  1.283
H  -4.723  -4.287  4.241
H  -6.949  -4.246  3.155
H  -7.099  -3.590  0.749
H  -4.989  -3.005  -0.455
H  -2.848  -3.103  0.785
N  0.113  3.377  0.682
C  -0.796  3.849  -0.164
C  -1.879  3.110  -0.624
C  -2.024  1.810  -0.172
C  -1.081  1.306  0.714
C  -0.035  2.126  1.106
H  -0.656  4.873  -0.492
H  -2.593  3.558  -1.299
H  -2.856  1.201  -0.503
H  -1.155  0.291  1.088
H  0.730  1.768  1.790
N  -4.487  5.251  -0.753
C  -5.108  5.995  -1.665
C  -6.458  6.308  -1.608
C  -7.204  5.821  -0.547
C  -6.569  5.045  0.409
C  -5.214  4.791  0.260
H  -4.495  6.362  -2.480
H  -6.909  6.920  -2.377
H  -8.260  6.043  -0.466
H  -7.109  4.645  1.256
H  -4.682  4.192  0.992
N  3.352  0.518  -5.496
C  2.793  1.707  -5.704
C  1.922  1.972  -6.750
C  1.616  0.947  -7.630
C  2.193  -0.297  -7.426
C  3.050  -0.458  -6.347
H  3.058  2.488  -4.999
H  1.500  2.959  -6.870
H  0.945  1.114  -8.462
H  1.989  -1.126  -8.088
H  3.521  -1.417  -6.159

## Properties
* E_HOMO: -0.40138 Ha
* ΔE to the lowest compared entry with this formula, charge and spin: 0.0113 eV
* M: 581.68 u
* net charge: +1
* Kohn-Sham gap: 8.2611 eV
* LUMO level: -2.661 eV

Atomic partial charges in e from the Löwdin method, atoms 1 to 5: -0.02 -0.38 -0.01 -0.24 0.17

=====

| no. | DFT total energy (Eh) |
| --- | --- |
| 1 | -2370.0282 |
| 2 | -4645.0222 |
| 3 | -7808.7486 |
| 4 | -682.3440 |
| 5 | -2608.9185 |
| 6 | -306.6400 |
| 7 | -7400.9936 |
| 8 | -2100.4259 |